[1]
DFT (ωB97M-V with the def2-TZVPD basis set) results for a cluster of 2 separate species, C2HF3O in total in a non-equilibrium geometry.

Output
**Net charge**: 0
**ΔE to the lowest compared entry with this formula, charge and spin**: 102.24 kcal per mole
**Frontier orbital gap (alpha / beta)**: 7.2494 / 7.2411 eV
**E_HOMO (alpha / beta)**: -10.8 / -10.8 eV

Element x y z (Å)
C -0.680 -0.007 -0.471
C 0.586 -0.518 0.179
O -0.822 0.228 -1.660
F 0.210 1.874 1.048
F 0.747 -0.833 1.409
F 1.556 -0.801 -0.687
H -1.598 0.056 0.183

[2]
DFT (ωB97M-V with the def2-TZVPD basis set) results for the molecule C2HF4NO in a non-equilibrium geometry.

Output
**Net charge**: 0
**ΔE to the lowest compared entry with this formula, charge and spin**: 51.56 kcal per mole
**Frontier orbital gap**: 12.1351 eV
**E_HOMO**: -11.2 eV
**SMILES**: F[C@@H]1ON1C(F)(F)F

Element x y z (Å)
F -0.353 0.313 -2.361
C 0.125 -0.192 -1.212
O -0.519 -1.329 -0.766
N -0.769 -0.048 -0.158
C -0.067 0.235 1.105
F 1.089 -0.359 1.092
F 0.103 1.508 1.047
F -0.722 -0.099 2.227
H 1.113 -0.030 -0.973

[3]
DFT (ωB97M-V with the def2-TZVPD basis set) results for a structure of composition C2HF5O in a non-equilibrium geometry.

Output
**Net charge**: 0
**ΔE to the lowest compared entry with this formula, charge and spin**: 141.54 kcal per mole
**Frontier orbital gap (alpha / beta)**: 9.1786 / 8.9398 eV
**E_HOMO (alpha / beta)**: -11.0 / -10.4 eV

Element x y z (Å)
C 0.553 -0.640 0.251
C -0.390 1.214 -0.472
O -0.468 -1.317 0.268
F 1.444 -0.764 -0.720
F -1.671 1.123 -0.217
F 0.285 2.108 0.149
F -0.094 1.214 -1.749
F -0.493 -2.628 1.230
H 0.833 -0.309 1.261

[4]
DFT (ωB97M-V with the def2-TZVPD basis set) results for a cluster of 2 separate species, C2HFIN in total in a non-equilibrium geometry.

Output
**Net charge**: 0
**ΔE to the lowest compared entry with this formula, charge and spin**: 66.22 kcal per mole
**Frontier orbital gap**: 8.7241 eV
**E_HOMO**: -10.1 eV

Element x y z (Å)
C 1.793 -0.867 0.105
C -1.128 0.911 0.267
N 2.772 -1.285 -0.348
F -1.194 2.102 -0.281
I -2.991 0.014 0.051
H 0.748 -0.875 0.207